(1)
Molecular formula: C3H9NO2
Method: DFT, wB97M-V/def2-TZVPD

The geometry in XYZ format:
```
15
C3H9NO2, DFT wB97M-V/def2-TZVPD
C 0.52986 0.81848 -2.38934
C -0.62002 0.18644 -1.53628
O -0.49702 -1.15781 -1.31607
O -1.56975 0.84462 -1.10021
H 0.44366 0.43322 -3.35923
H 1.56087 0.39777 -2.07223
H 0.40170 1.98248 -2.40843
C 0.63226 -0.52498 2.35137
N -0.50352 -0.10518 1.48337
H -0.56164 0.58470 0.85814
H -1.00812 -1.41366 -0.17947
H -1.35215 -0.20006 2.05130
H 1.07589 -1.38982 1.88842
H 0.04720 -0.78113 3.29403
H 1.42077 0.32492 2.43464
```

Results
* frontier orbital gap: 0.3695 Ha
* HOMO energy: -9.39 eV
* energy: -324.86774 hartree
* largest force on an atom: 6.1 eV/A
* ΔE to the lowest compared entry with this formula, charge and spin: 65.8 kcal/mol
* lowest unoccupied orbital energy: 0.659 eV

(2)
Molecular formula: CH7N4S
Method: DFT, wB97M-V/def2-TZVPD

The geometry in XYZ format:
```
13
CH7N4S, DFT wB97M-V/def2-TZVPD
C 1.13486 -0.34131 -0.23869
N 1.20125 -1.63927 -0.42617
N -0.42597 1.34292 -0.96387
N -0.46737 0.15530 -0.53194
N -1.19935 0.08515 1.11014
S 2.16804 0.77916 0.23987
H 0.43904 -2.13975 -0.85978
H 2.09890 -2.09871 -0.34745
H 0.36473 1.95741 -0.71362
H -1.24211 1.73785 -1.41682
H -0.68541 0.60918 1.81641
H -2.14259 0.45632 0.99776
H -1.24402 -0.90426 1.33416
```

Results
* net charge: +1
* frontier orbital gap: 0.3493 Ha
* HOMO energy: -13.63 eV
* energy: -659.18430 hartree
* largest force on an atom: 2.7 eV/A
* ΔE to the lowest compared entry with this formula, charge and spin: 34.5 kcal/mol
* lowest unoccupied orbital energy: -4.122 eV

(3)
Molecular formula: C3H4O3V
Method: DFT, wB97M-V/def2-TZVPD

The geometry in XYZ format:
```
11
C3H4O3V, DFT wB97M-V/def2-TZVPD
O 0.64034 0.82847 0.54479
V 4.27588 0.09887 -0.13997
O 2.54002 -0.42348 0.09235
C 1.38344 -0.26471 0.27428
O 0.33502 -1.11472 0.10366
C -0.49811 -0.07388 0.39071
C -1.73882 0.23205 -0.51317
H -1.11090 -0.17027 1.35383
H -2.44924 -0.59688 -0.43483
H -2.17057 1.18333 -0.18165
H -1.20707 0.30124 -1.49000
```

Results
* net charge: +3
* frontier orbital gap (alpha / beta): 0.3634 / 0.3054 Ha
* HOMO energy (alpha / beta): -25.88 / -27.32 eV
* 2S+1: 5
* energy: -1284.92585 hartree
* largest force on an atom: 4.3 eV/A
* lowest unoccupied orbital energy (alpha / beta): -15.989 / -19.013 eV

(4)
Molecular formula: C26H29ClOPSiV
Method: DFT, wB97M-V/def2-TZVPD

The geometry in XYZ format:
```
60
C26H29ClOPSiV, DFT wB97M-V/def2-TZVPD
C -1.12087 -1.21768 1.11202
C -0.89453 -1.94137 -0.08843
C 0.52287 -2.14630 -0.23816
H -1.65492 -2.26154 -0.78873
C 1.17312 -1.57520 0.87992
C 0.13067 -1.41589 1.94982
H 0.03077 -2.37946 2.48144
H -2.08556 -0.93167 1.51607
H 1.00722 -2.64461 -1.06824
H 2.23536 -1.58742 1.08422
V 0.08450 -0.12761 -0.14882
Cl 1.37972 1.69109 0.41062
P -0.06482 0.37305 -2.63140
C 1.20858 -0.71012 -3.35942
C 0.96271 -1.49061 -4.49817
H -0.01713 -1.47576 -4.97618
C 1.97896 -2.29022 -5.02647
H 1.77654 -2.89948 -5.90754
C 3.24407 -2.30400 -4.43171
H 4.04107 -2.91945 -4.85202
C 3.49044 -1.52648 -3.29382
H 4.47485 -1.54037 -2.82468
C 2.48135 -0.73194 -2.75570
H 2.67878 -0.11860 -1.86864
C -1.67418 -0.12954 -3.32070
C -2.05846 -1.48452 -3.28060
H -1.33893 -2.25853 -2.99665
C -3.36269 -1.85230 -3.60455
H -3.65492 -2.90078 -3.53748
C -4.28802 -0.88215 -4.00729
H -5.30872 -1.17387 -4.25948
C -3.90365 0.46160 -4.07507
H -4.61810 1.22086 -4.39464
C -2.60964 0.84065 -3.72188
H -2.31715 1.89169 -3.76010
C 0.29598 2.05197 -3.25340
C 0.87253 2.23901 -4.51843
H 1.13266 1.37438 -5.13204
C 1.11599 3.53027 -4.99251
H 1.55220 3.66748 -5.98243
C 0.80821 4.64215 -4.20132
H 0.99470 5.65118 -4.57373
C 0.26799 4.45766 -2.92392
H 0.04105 5.31787 -2.29371
C 0.01632 3.17538 -2.44946
H -0.37632 3.04223 -1.43917
C 1.77207 0.20694 5.33660
Si 0.10954 0.05043 4.50188
C -1.04355 -1.17461 5.29144
C -0.66206 1.75161 4.42321
O 0.44526 -0.40319 2.94913
H 1.69002 0.43645 6.40743
H 2.34244 1.01482 4.85843
H 2.34390 -0.71720 5.21347
H -1.09404 -0.95553 6.36561
H -2.05789 -1.09142 4.87891
H -0.70964 -2.21218 5.16785
H -0.01386 2.45661 3.88256
H -1.64217 1.74506 3.92737
H -0.79779 2.12337 5.45040
```

Results
* net charge: +1
* frontier orbital gap (alpha / beta): 0.2689 / 0.2664 Ha
* HOMO energy (alpha / beta): -12.00 / -11.50 eV
* 2S+1: 2
* energy: -3118.24313 hartree
* largest force on an atom: 5.8 eV/A
* ΔE to the lowest compared entry with this formula, charge and spin: 0.0 kcal/mol
* lowest unoccupied orbital energy (alpha / beta): -4.683 / -4.250 eV

(5)
Molecular formula: C4H13N4
Method: DFT, wB97M-V/def2-TZVPD

The geometry in XYZ format:
```
21
C4H13N4, DFT wB97M-V/def2-TZVPD
C 0.00970 -1.33348 -0.72288
C 0.20032 -0.06129 0.23373
C 2.74167 0.11982 -0.05882
C 1.53399 -0.10115 0.99868
N -0.93345 -0.65822 0.93045
N 0.07383 1.23723 -0.31187
N -3.41811 0.40000 -0.02542
N -0.99869 -1.72743 0.28399
H -0.49981 -1.11604 -1.57084
H 0.67156 -2.07759 -0.91745
H 2.78378 -0.76701 -0.56597
H 3.68081 0.24160 0.47141
H 2.58913 0.83129 -0.79229
H 1.57920 0.68978 1.78173
H 1.81459 -0.98587 1.70789
H -0.74188 1.79415 -0.48271
H 0.90081 1.79115 0.08141
H -3.52430 0.84691 0.85544
H -3.59005 -0.51372 0.20454
H -4.06392 0.69521 -0.75900
H -1.72613 -2.42823 0.51795
```

Results
* net charge: +1
* frontier orbital gap: 0.3097 Ha
* HOMO energy: -13.81 eV
* energy: -378.85323 hartree
* largest force on an atom: 3.8 eV/A
* ΔE to the lowest compared entry with this formula, charge and spin: 114.5 kcal/mol
* lowest unoccupied orbital energy: -5.380 eV

(6)
Molecular formula: CHNOS2
Method: DFT, wB97M-V/def2-TZVPD

The geometry in XYZ format:
```
6
CHNOS2, DFT wB97M-V/def2-TZVPD
C 1.44226 -0.37729 -0.11857
N -1.96694 1.17143 0.21440
O 1.93945 -1.45596 0.16616
S -0.31944 -0.35977 -0.17852
S -3.17681 0.38772 -0.00241
H 2.08148 0.63387 -0.08106
```

Results
* frontier orbital gap (alpha / beta): 0.2682 / 0.2562 Ha
* HOMO energy (alpha / beta): -9.21 / -9.09 eV
* energy: -964.93381 hartree
* largest force on an atom: 2.5 eV/A
* ΔE to the lowest compared entry with this formula, charge and spin: 62.3 kcal/mol
* lowest unoccupied orbital energy (alpha / beta): -1.915 / -2.116 eV

(7)
Molecular formula: C18H45InN3Na5O14P2
Method: DFT, wB97M-V/def2-TZVPD

The geometry in XYZ format:
```
88
C18H45InN3Na5O14P2, DFT wB97M-V/def2-TZVPD
In -21.81864 3.45990 -17.41248
Na -22.39809 -0.44865 -17.61423
Na -23.99631 -0.85762 -15.09186
Na -24.88096 1.06242 -18.17721
Na -25.24972 4.80789 -16.78078
Na -26.68844 0.65949 -15.34123
P -24.06443 2.10264 -15.55023
O -23.14939 1.25045 -16.52010
O -24.36371 1.28297 -14.26686
O -25.38752 2.39102 -16.33474
O -23.38640 3.46475 -15.37615
P -25.94643 -1.57172 -16.99111
O -26.73837 -0.34092 -17.54633
O -26.38598 -2.89349 -17.54721
O -26.01198 -1.53361 -15.44542
O -24.51429 -1.17510 -17.38617
C -20.29842 2.31596 -14.17294
O -19.90625 2.58059 -15.51981
C -18.72305 1.93416 -15.94915
C -18.41254 2.37486 -17.33997
N -19.64258 2.42003 -18.17780
C -19.39450 2.82025 -19.54801
C -18.63417 1.88132 -20.47780
O -18.75911 2.43162 -21.76090
C -18.10797 1.65820 -22.74063
H -21.38599 2.27529 -14.20454
H -20.02263 3.13937 -13.50758
H -19.82883 1.42089 -13.76408
H -18.83944 0.84203 -15.86378
H -17.87180 2.17258 -15.30042
H -17.75603 1.62791 -17.80146
H -17.90289 3.33447 -17.39512
H -20.03108 1.47675 -18.15575
H -18.95595 3.81844 -19.60237
H -20.36943 2.96718 -20.04016
H -19.00909 0.85163 -20.36313
H -17.55072 1.91228 -20.28264
H -18.49641 0.63113 -22.78120
H -17.03071 1.56000 -22.55413
H -18.26759 2.11648 -23.71116
C -23.39063 4.86812 -11.10421
O -22.88556 3.61479 -10.69924
C -22.53649 2.77607 -11.74588
C -22.39590 1.34749 -11.24140
N -22.47802 0.41353 -12.37821
C -22.89464 -0.89804 -11.96928
C -21.82603 -1.69038 -11.21528
O -20.80725 -2.23267 -12.01926
C -21.20413 -3.29550 -12.86266
H -24.15837 4.77248 -11.88150
H -22.56538 5.51532 -11.41236
H -23.86629 5.30989 -10.23056
H -21.63967 3.02629 -12.33801
H -23.33237 2.81034 -12.52362
H -23.21874 1.17518 -10.53607
H -21.42084 1.28312 -10.75653
H -23.10722 0.88034 -13.02516
H -23.18105 -1.48699 -12.84958
H -23.81951 -0.86255 -11.37168
H -22.29371 -2.44535 -10.57427
H -21.31871 -0.96741 -10.57653
H -21.30534 -4.22330 -12.29008
H -20.42937 -3.39762 -13.61855
H -22.17014 -3.13556 -13.35876
C -27.96256 1.72959 -9.10745
O -27.68039 0.67749 -9.99375
C -28.15420 0.85798 -11.30977
C -26.96921 0.75056 -12.29904
N -26.60408 1.96103 -12.99895
C -26.50113 3.20248 -12.22144
C -26.33285 4.32076 -13.18556
O -26.28841 5.53724 -12.49955
C -26.29508 6.63913 -13.35353
H -27.75893 1.40045 -8.08922
H -29.03717 1.96444 -9.10619
H -27.42872 2.67779 -9.24959
H -28.67873 1.80648 -11.41597
H -28.80348 0.00873 -11.52723
H -27.28049 -0.00728 -13.03382
H -26.10267 0.34431 -11.75876
H -25.69081 1.88331 -13.48225
H -25.64572 3.14672 -11.52958
H -27.40314 3.29436 -11.62017
H -27.15128 4.29135 -13.92270
H -25.38076 4.21097 -13.73510
H -25.37273 6.74701 -13.94554
H -26.36191 7.55274 -12.76104
H -27.20801 6.65084 -13.96739
```

Results
* net charge: +2
* frontier orbital gap: 0.0839 Ha
* HOMO energy: -13.24 eV
* energy: -3614.52546 hartree
* largest force on an atom: 1.6 eV/A
* lowest unoccupied orbital energy: -10.954 eV

(8)
Molecular formula: C40H34ClN6O5S2SeSm
Method: DFT, wB97M-V/def2-TZVPD

The geometry in XYZ format:
```
90
C40H34ClN6O5S2SeSm, DFT wB97M-V/def2-TZVPD
Sm 0.38568 -0.26260 -0.20639
O 1.33636 1.82448 -1.27695
S 2.14821 1.09098 -2.24173
O 1.70738 1.15515 -3.61308
N 2.19596 -0.39042 -1.64280
C 2.75140 -1.44612 -2.28027
C 3.67395 -1.38118 -3.31831
C 4.27309 -2.53487 -3.82316
C 3.97140 -3.77627 -3.32021
C 2.99539 -3.90490 -2.31648
C 2.59370 -5.15315 -1.80150
C 1.55983 -5.20885 -0.90839
C 0.95903 -4.00962 -0.49778
N 1.34784 -2.81741 -0.89573
C 2.35056 -2.74376 -1.80291
C 3.79162 1.78608 -2.12069
C 4.37496 2.40387 -3.20812
C 5.65599 2.91381 -3.08860
C 6.32992 2.80054 -1.88394
C 5.73447 2.18013 -0.79598
C 4.45266 1.66895 -0.91275
H 3.92168 -0.41503 -3.73351
H 5.00221 -2.43885 -4.61528
H 4.45752 -4.66597 -3.69274
H 3.10331 -6.04666 -2.13573
H 1.20904 -6.15125 -0.51602
H 0.13594 -4.04366 0.20504
H 3.80822 2.49056 -4.12059
H 6.12578 3.40067 -3.92957
H 7.32825 3.20261 -1.79526
H 6.27083 2.10086 0.13852
H 3.93751 1.20299 -0.08592
Cl -3.16836 3.28817 -6.07342
C -2.47040 2.64678 -4.62644
C -2.29591 3.50103 -3.52782
C -1.81764 3.01203 -2.34612
C -1.47957 1.63674 -2.19175
O -1.15942 1.14342 -1.05894
C -1.56662 0.80994 -3.36451
C -1.08039 -0.53099 -3.31347
O -0.55460 -1.08656 -2.34436
C -2.08130 1.33653 -4.56363
H -2.52950 4.54898 -3.63359
H -1.66884 3.65785 -1.49534
H -1.21037 -1.11291 -4.24713
H -2.14532 0.69908 -5.43387
Se 2.08427 1.62448 4.07954
C 1.94863 1.10240 2.44320
N 1.85199 0.68748 1.35269
N -3.16389 -5.23686 3.00916
C -3.17163 -4.42544 2.20045
C -3.17158 -3.41805 1.21023
C -4.30446 -3.14695 0.44299
C -4.22896 -2.11451 -0.47174
C -3.03379 -1.42046 -0.61172
N -1.93540 -1.70683 0.08328
C -2.01420 -2.66820 0.98886
H -5.20488 -3.72933 0.56821
H -5.08425 -1.85138 -1.07310
H -2.95768 -0.60335 -1.31533
H -1.12714 -2.85240 1.57914
C 3.37893 -2.07887 4.24239
C 1.86087 -2.29307 4.18288
C 1.32670 -2.03174 2.87890
N 0.89651 -1.83891 1.83122
H 3.74049 -2.34244 5.23453
H 3.61230 -1.03357 4.05523
H 3.88914 -2.69162 3.50235
H 1.37105 -1.61752 4.89221
H 1.60813 -3.32545 4.45187
C -6.15914 3.10339 5.37235
C -5.12152 2.75290 4.34940
C -5.24468 3.19485 3.03690
C -4.27083 2.89382 2.10338
C -3.15662 2.15390 2.47335
C -3.02935 1.69341 3.77009
C -4.00658 1.99658 4.70163
S -2.01257 1.72730 1.10775
C -0.86965 3.12021 1.39294
O -1.23141 0.53698 1.56543
H -7.02130 3.57574 4.90665
H -5.73252 3.79866 6.09401
H -6.48520 2.21825 5.91603
H -6.11075 3.77137 2.74050
H -4.36101 3.23834 1.08334
H -2.16309 1.10821 4.03563
H -3.90729 1.64629 5.71821
H -0.41896 2.98443 2.37135
H -1.41907 4.05484 1.34842
H -0.11109 3.06197 0.61243
```

Results
* frontier orbital gap (alpha / beta): 0.2749 / 0.2750 Ha
* HOMO energy (alpha / beta): -7.70 / -7.70 eV
* 2S+1: 6
* energy: -6565.53194 hartree
* largest force on an atom: 2.6 eV/A
* ΔE to the lowest compared entry with this formula, charge and spin: 20.4 kcal/mol
* lowest unoccupied orbital energy (alpha / beta): -0.217 / -0.220 eV